Entry 1:
{"formula": "C9H6I2O3", "method": "the ωB97M-V functional and the def2-TZVPD basis", "elements": ["I", "I", "O", "O", "O", "C", "C", "C", "C", "C", "C", "C", "C", "C", "H", "H", "H", "H", "H", "H"], "positions_angstrom": [[1.901755, 2.728350, 0.373927], [4.340163, -0.482495, -0.058369], [-1.676862, 1.372586, -2.125332], [0.303221, -1.614681, 0.683182], [2.293544, -2.672008, 0.643513], [1.627621, -1.665116, 0.552150], [2.320857, -0.335978, 0.325186], [-1.204248, -0.754833, -1.615523], [-0.595929, 0.101728, 2.097244], [-1.639957, 0.085023, -2.619664], [-1.287983, 1.398657, -0.837266], [-0.994880, 0.091493, -0.474644], [-0.251510, -0.327358, 0.715582], [1.508198, 0.669875, 0.389249], [-1.404327, 2.374211, -0.375234], [-1.424846, -1.797227, -1.459583], [0.048825, 0.948374, 2.493791], [-1.910295, -0.110542, -3.594096], [-0.415911, -0.719346, 2.799568], [-1.537445, 0.709296, 2.086317]], "atomic_forces_ev_per_a": [[-0.397, -0.998, -0.048], [0.161, 0.279, 0.024], [-0.259, -0.292, -1.436], [-1.112, 0.365, -0.182], [-1.651, 0.508, -0.046], [3.127, -0.904, -0.113], [-0.154, -1.083, -0.156], [-1.415, 1.369, -0.071], [0.017, 2.449, 0.919], [1.107, 0.077, 3.799], [-0.439, -1.659, -0.329], [0.219, 0.721, 0.019], [3.686, 2.415, -0.290], [-2.457, -0.121, 0.622], [0.429, -0.441, 0.114], [0.752, -0.324, -0.658], [-0.068, -1.110, -0.691], [-0.664, 0.075, -1.809], [-0.925, 0.191, -0.050], [0.042, -1.517, 0.383]], "mulliken_charge": [0.19, 0.20, -0.36, -0.33, -0.57, 0.42, -0.15, -0.69, -1.30, -0.50, -0.52, 0.18, 1.39, -0.38, 0.47, 0.40, 0.27, 0.50, 0.38, 0.38], "lumo_ev": -0.19, "gap_ev": 8.69}


Entry 2:
{"formula": "C9H6N2O5Pb", "method": "the ωB97M-V functional and the def2-TZVPD basis", "elements": ["Pb", "O", "O", "O", "O", "O", "N", "N", "C", "C", "C", "C", "C", "C", "C", "C", "C", "H", "H", "H", "H", "H", "H"], "positions_angstrom": [[0.207108, -0.386487, -1.616274], [-3.442342, -1.065345, -1.270901], [0.205754, 3.191157, -2.817265], [0.194005, -2.349523, -4.831443], [0.177627, -3.989825, -0.220012], [3.849812, -1.042209, -1.259598], [-0.104266, 0.985055, 2.736711], [0.197129, -0.065474, 0.846378], [2.743174, -0.769705, -1.323931], [0.188876, -1.717281, -3.881688], [0.174161, -2.924640, -0.627029], [-0.384004, 0.985087, 1.425395], [-1.216331, 2.046570, 0.814341], [-2.339794, -0.791827, -1.385345], [0.232507, 2.094415, -2.496266], [0.876593, -0.768073, 1.845263], [0.689116, -0.117205, 3.031369], [1.437925, -1.660675, 1.607613], [-2.173670, 2.106223, 1.350475], [-0.707849, 3.013950, 0.923168], [-0.438470, 1.699960, 3.375487], [1.042976, -0.342618, 4.021982], [-1.410045, 1.868466, -0.248426]], "atomic_forces_ev_per_a": [[0.016, 0.387, 1.491], [3.229, 0.837, -0.329], [0.082, -3.307, 0.938], [-0.011, 1.814, 2.638], [-0.022, 2.972, -1.085], [-3.242, 0.840, -0.177], [0.235, -0.422, 0.029], [-0.119, 0.195, -0.130], [4.524, -1.066, 0.370], [-0.005, -2.749, -4.016], [0.002, -3.426, 1.175], [0.365, -0.412, 0.207], [-0.111, 0.280, 0.081], [-4.511, -1.096, 0.486], [-0.034, 4.715, -1.382], [-0.345, 0.654, 0.146], [-0.063, -0.026, -0.554], [-0.052, 0.118, 0.287], [0.153, 0.058, -0.311], [-0.200, -0.141, -0.139], [0.185, -0.320, 0.048], [-0.035, 0.071, 0.025], [-0.040, 0.023, 0.202]], "mulliken_charge": [1.16, -0.07, -0.07, -0.06, -0.08, -0.06, -0.06, 0.00, 0.21, 0.17, 0.19, 0.44, -1.04, 0.23, 0.17, -0.36, -0.63, 0.37, 0.38, 0.35, 0.22, 0.41, 0.11], "charge": 2, "lumo_ev": -7.75, "gap_ev": 8.22}


Entry 3:
{"formula": "C9H6NOPS", "method": "the ωB97M-V functional and the def2-TZVPD basis", "elements": ["S", "P", "O", "N", "C", "C", "C", "C", "C", "C", "C", "C", "C", "H", "H", "H", "H", "H", "H"], "positions_angstrom": [[-1.326688, 2.884291, 0.057835], [2.890916, 0.372908, 1.260603], [1.799871, -0.793899, 1.420426], [0.548703, 2.217430, -2.785522], [-1.315526, -2.322548, 0.512529], [0.599715, -1.001463, 0.717378], [0.642722, 1.741926, -1.745860], [-1.083744, -0.381580, -0.828283], [-0.072171, -2.130585, 1.076255], [0.114196, -0.087529, -0.248269], [2.116011, 1.425571, 0.124411], [0.833071, 1.088511, -0.526613], [-1.864715, -1.402298, -0.332410], [-1.476880, 0.226654, -1.520086], [-0.605217, 3.536731, 1.097205], [-1.932330, -3.107724, 0.797221], [-2.847107, -1.702385, -0.637924], [0.250030, -2.899156, 1.697311], [2.729144, 2.335147, -0.136207]], "atomic_forces_ev_per_a": [[1.965, 0.159, 1.419], [-1.297, 1.400, -1.401], [-0.690, -0.573, -0.467], [0.128, 0.091, -0.584], [0.751, 1.068, 0.620], [1.407, 0.955, 0.724], [-0.440, 0.542, -1.118], [-0.856, -1.898, 1.814], [-1.338, -0.040, -1.182], [1.125, -1.666, 1.629], [0.458, -0.750, 0.770], [1.816, 2.269, 1.273], [0.278, -0.622, -0.923], [-1.246, 2.363, -2.465], [-0.963, -0.775, -1.253], [-0.693, -1.578, 0.599], [-0.434, 0.771, -0.694], [1.162, -0.705, 1.263], [-1.132, -1.010, -0.023]], "mulliken_charge": [-0.33, -0.07, -0.40, -0.45, -0.30, 0.88, 0.18, -0.92, -0.78, 0.91, -0.68, 0.41, -0.79, 0.66, 0.09, 0.43, 0.35, 0.46, 0.34], "lumo_ev": [-2.53, -2.53], "gap_ev": [5.28, 5.28]}


Entry 4:
{"formula": "C9H7ClF3O5PdS", "method": "the ωB97M-V functional and the def2-TZVPD basis", "elements": ["Pd", "Cl", "S", "F", "F", "F", "O", "O", "O", "O", "O", "C", "C", "C", "C", "C", "C", "C", "C", "C", "H", "H", "H", "H", "H", "H", "H"], "positions_angstrom": [[1.459183, -1.206115, 0.570840], [-2.854599, 2.311650, -3.774460], [-0.172801, 0.546508, 1.978466], [-0.052779, 3.025472, 2.741074], [-0.697617, 1.630978, 4.268387], [1.389162, 1.717365, 3.691544], [2.173716, -0.495435, -1.350228], [-0.389356, -1.586484, -0.352678], [0.917212, 0.793854, 0.963077], [0.132703, -0.743258, 2.596564], [-1.482600, 0.759737, 1.453321], [-2.118421, 1.136375, -2.812441], [-0.069756, 0.157701, -1.970052], [1.391057, 0.121539, -2.060662], [-2.909980, 0.228815, -2.078175], [2.981224, -2.727094, 1.762975], [-2.305737, -0.706522, -1.301166], [-0.709952, 1.060419, -2.775653], [0.139109, 1.825482, 3.265162], [-0.867307, -0.754582, -1.162559], [3.289841, -3.270582, 0.877308], [-3.987508, 0.291382, -2.138572], [-2.871001, -1.411351, -0.707192], [3.625742, -1.941498, 2.140407], [2.308869, -3.209071, 2.458832], [1.817141, 0.711938, -2.882336], [-0.135544, 1.732775, -3.401783]], "atomic_forces_ev_per_a": [[0.295, -0.190, 0.254], [0.012, 0.007, -0.009], [-0.075, -0.284, 0.122], [0.005, 0.048, -0.023], [-0.023, -0.008, 0.018], [0.028, 0.001, 0.021], [-0.162, -0.066, 0.030], [0.043, 0.024, -0.004], [0.013, 0.190, -0.152], [-0.035, 0.024, -0.188], [0.012, 0.088, 0.118], [-0.087, -0.034, 0.018], [-0.074, -0.060, 0.054], [0.107, 0.043, -0.053], [0.038, 0.021, -0.018], [-0.157, 0.098, -0.061], [0.047, -0.034, 0.027], [0.076, 0.037, -0.042], [0.020, -0.008, -0.023], [-0.039, 0.009, -0.061], [0.006, 0.011, -0.010], [0.000, 0.017, -0.012], [0.001, 0.003, 0.002], [0.002, 0.017, -0.020], [-0.021, 0.023, 0.003], [-0.004, 0.012, 0.012], [-0.028, 0.009, -0.004]], "lowdin_spin": [1.63, 0.13, 0.02, 0.00, 0.00, 0.00, 0.13, 0.35, 0.17, 0.07, 0.02, 0.23, 0.10, 0.02, -0.02, 0.68, 0.16, 0.06, 0.00, 0.11, 0.05, 0.00, 0.00, 0.05, 0.04, 0.01, 0.00], "charge": 1, "multiplicity": 5, "s_squared": 6.04, "lumo_ev": [-4.71, -7.07], "gap_ev": [8.42, 7.25]}


Entry 5:
{"formula": "C9H7CrN2O5", "method": "the ωB97M-V functional and the def2-TZVPD basis", "elements": ["Cr", "O", "O", "O", "O", "O", "N", "N", "C", "C", "C", "C", "C", "C", "C", "C", "C", "H", "H", "H", "H", "H", "H", "H"], "positions_angstrom": [[1.045918, -0.773281, 0.360528], [-1.477591, -2.209732, 1.279426], [-0.696014, -1.781767, -3.119847], [2.203665, -0.484644, 3.166788], [1.280314, -3.673303, 0.150665], [3.302347, -1.640064, -1.524062], [0.125017, 0.986273, -0.255285], [-1.103401, 2.772183, 0.050360], [0.086406, 1.706474, -1.472950], [-0.612660, 1.661966, 0.621889], [2.468982, -1.178974, -0.846803], [-0.681669, 2.818457, -1.270155], [1.219916, -2.515872, 0.341722], [-0.960246, 1.267848, 1.996056], [-0.951839, -2.897272, -2.929237], [-0.595399, -1.520612, 0.927711], [1.823986, -0.616192, 2.065164], [-0.970765, 3.618945, -1.926819], [0.588524, 1.380599, -2.378693], [-1.683004, 3.440715, 0.549354], [-1.471086, 2.109810, 2.467665], [-0.064220, 1.015273, 2.568557], [-1.238512, -3.893187, -2.813796], [-1.638670, 0.406359, 1.991760]], "atomic_forces_ev_per_a": [[-0.583, 3.537, -0.968], [3.328, 2.909, -1.260], [-1.505, -7.026, 1.302], [-1.590, -0.830, -4.941], [-0.153, 3.094, 0.787], [-3.242, 1.945, 2.718], [0.197, 0.199, -0.295], [0.242, -0.269, -0.300], [-0.480, 0.206, 0.853], [-0.080, 0.358, -0.668], [4.553, -1.565, -4.301], [0.176, -0.408, 0.165], [0.390, -7.159, -0.863], [-0.046, 0.031, 0.360], [1.927, 9.022, -1.789], [-5.194, -3.658, 1.489], [2.535, 1.543, 6.959], [0.071, 0.024, -0.047], [-0.057, 0.121, 0.380], [0.153, -0.058, -0.380], [0.077, -0.247, 0.229], [-0.241, 0.146, 0.093], [-0.505, -2.198, 0.344], [0.029, 0.282, 0.134]], "lowdin_spin": [2.30, 0.08, 0.01, 0.08, 0.02, 0.13, 0.04, 0.01, 0.01, 0.02, 0.13, 0.00, -0.01, 0.01, 0.00, 0.08, 0.07, 0.00, 0.00, 0.00, 0.00, 0.00, 0.00, 0.00], "charge": 2, "multiplicity": 4, "s_squared": 3.80, "lumo_ev": [-10.52, -10.53], "gap_ev": [5.08, 5.27]}